(1)
Density functional theory data (ωB97M-V with the def2-TZVPD basis set) for a molecular structure, C5H10Br2NO4Rh.

XYZ file:
```
23
Properties=species:S:1:pos:R:3:forces:R:3
Rh -0.0399 -0.0223 -0.1285 0.411 -1.087 0.077
Br -1.6143 -1.9432 -0.5493 -0.101 0.115 -0.138
C -1.9668 -2.0107 1.3608 -0.073 -0.023 0.030
Br -0.7289 -0.7332 2.1622 -0.129 0.125 0.160
H -1.7491 -3.0044 1.7378 0.049 0.002 -0.017
H -2.9829 -1.6832 1.5526 0.012 0.045 -0.006
C 2.7612 3.0406 0.9385 0.122 0.005 -0.215
C 3.6173 1.7761 1.1287 -0.015 0.039 0.239
C 2.8353 0.6498 0.4793 0.239 -0.127 -0.255
O 1.4369 1.1413 0.4666 -0.053 0.456 0.156
C 1.3281 2.5540 0.8945 -0.122 0.275 0.179
H 3.0276 3.5537 0.0156 -0.058 -0.056 -0.045
H 2.8994 3.7465 1.7535 0.019 -0.010 0.027
H 3.7865 1.5752 2.1855 -0.085 -0.044 0.000
H 4.5917 1.8756 0.6571 0.011 0.024 -0.014
H 2.8609 -0.2881 1.0337 -0.085 0.056 0.101
H 3.1278 0.4563 -0.5523 -0.088 0.126 -0.043
H 0.8354 2.5710 1.8670 0.072 -0.147 0.026
H 0.6966 3.0740 0.1772 0.058 -0.056 -0.084
O -0.2486 1.5879 -3.3120 0.065 0.021 0.037
N -0.1498 1.0662 -2.2894 -0.082 0.033 -0.045
O -0.9024 1.3088 -1.2262 -0.164 0.306 0.020
O 0.6879 0.1285 -1.9525 -0.005 -0.080 -0.193
```
Forces are in eV/Å.

## Properties
Kohn-Sham gap: 7.89 eV
max |F|: 0.0227 hartree/bohr
LUMO: -10.59 eV
energy relative to the best compared isomer or geometry (same formula, charge and spin): 0.0 kcal per mole
E: -158096.6209 eV
charge: +2
highest occupied orbital energy: -18.5 eV


(2)
Density functional theory data (ωB97M-V with the def2-TZVPD basis set) for a molecular structure, C32H56IrN3OP2.

XYZ file:
```
95
Properties=species:S:1:pos:R:3:forces:R:3
C 2.6380 0.1925 -0.5045 -0.380 -0.216 -0.171
C 1.2235 2.0143 -1.0301 0.657 0.073 0.155
C 3.7341 0.8278 -1.1012 -0.004 0.216 0.102
C 2.3286 2.7068 -1.5770 -0.774 0.025 -0.218
C 3.5756 2.1146 -1.6161 0.456 -0.262 0.388
H 4.6866 0.2985 -1.1133 -0.203 0.232 -0.211
H 2.1288 3.6855 -1.9983 0.243 -0.068 -0.090
H 4.4277 2.6438 -2.0327 -0.144 -0.076 -0.013
N 1.4699 0.8363 -0.3675 -0.987 -0.889 -0.074
P 1.3450 -1.8745 0.9501 3.189 -2.692 0.332
P -1.5863 1.9218 -0.4517 -2.650 2.677 -1.897
C 2.7131 -1.2869 -0.1510 -0.079 0.739 -0.274
H 2.7039 -1.8801 -1.0809 -0.110 0.331 0.137
H 3.6849 -1.4763 0.3161 -0.282 -0.068 -0.052
C -1.9127 -1.1201 0.6154 -6.112 -3.011 1.011
O -2.9363 -1.6338 0.8432 3.941 1.902 -0.805
C -0.1021 2.4518 -1.2721 1.365 2.060 1.937
H -0.1529 3.4844 -1.6599 -0.118 -0.621 -0.060
C -2.8472 2.3521 -1.9033 0.083 0.190 -0.106
C -2.3748 2.8585 1.0845 -0.519 0.306 1.825
C 0.9179 -3.6214 0.3594 -0.412 -0.048 -0.214
C 2.4267 -2.0247 2.5515 -0.323 0.178 0.594
C -3.6131 1.0363 -2.0525 -0.254 -0.255 -0.163
H -4.0367 0.6889 -1.0998 -0.026 0.075 -0.221
H -4.4450 1.1862 -2.7582 0.218 -0.107 0.199
H -2.9630 0.2474 -2.4471 -0.183 0.058 0.040
C -3.8204 3.5363 -1.7500 -0.306 0.306 0.262
H -4.5212 3.4728 -0.9156 0.193 0.122 -0.349
H -3.2905 4.4989 -1.7105 -0.214 -0.368 -0.062
H -4.4422 3.5618 -2.6624 0.313 -0.123 0.273
C -2.0909 2.7151 -3.1822 0.178 -0.061 -0.115
H -2.7867 2.6373 -4.0325 0.231 -0.056 0.262
H -1.7213 3.7524 -3.1639 -0.140 -0.333 0.004
H -1.2401 2.0498 -3.3625 -0.137 0.091 -0.144
C -3.8072 2.3137 1.2878 -0.047 -0.298 -0.529
H -3.8022 1.2185 1.3935 -0.020 0.262 0.124
H -4.2286 2.7449 2.2109 0.323 -0.095 -0.239
H -4.4998 2.5581 0.4778 0.262 -0.145 0.430
C -1.6194 2.5571 2.3760 0.398 -0.278 0.416
H -1.8803 1.5794 2.7817 -0.077 0.074 -0.291
H -0.5309 2.6132 2.2639 -0.095 0.112 -0.004
H -1.8988 3.2705 3.1673 -0.010 -0.043 -0.462
C -2.3314 4.3821 0.9250 0.124 0.471 -0.942
H -3.0296 4.7685 0.1778 0.312 -0.161 0.234
H -2.6215 4.8443 1.8837 0.171 -0.336 -0.228
H -1.3164 4.7255 0.6748 -0.259 0.059 0.160
C 1.5687 -2.5829 3.6904 0.143 -0.142 0.337
H 2.1470 -2.5009 4.6245 -0.195 -0.028 -0.231
H 0.6382 -2.0197 3.8209 0.164 -0.371 0.042
H 1.3432 -3.6509 3.5561 0.089 0.437 0.090
C 2.9374 -0.6210 2.9144 -0.019 0.084 0.063
H 3.5694 -0.2003 2.1231 -0.065 0.018 0.217
H 2.1229 0.0710 3.1307 0.415 0.004 -0.089
H 3.5576 -0.7095 3.8202 -0.176 0.064 -0.311
C 3.6859 -2.9150 2.4371 0.085 -0.348 -0.150
H 4.2842 -2.7375 3.3443 -0.208 0.094 -0.255
H 3.4661 -3.9870 2.4313 0.109 0.491 -0.017
H 4.3297 -2.6782 1.5812 -0.102 -0.132 0.264
C 0.4653 -3.5572 -1.1079 -0.039 -0.029 -0.088
H 1.3201 -3.4254 -1.7888 -0.277 -0.001 0.137
H -0.0056 -4.5200 -1.3583 0.150 0.272 0.045
H -0.2677 -2.7643 -1.2987 0.112 -0.205 -0.019
C -0.2340 -4.1461 1.2348 -0.116 0.040 0.105
H -1.1804 -3.6450 0.9989 0.129 -0.166 0.039
H -0.3649 -5.2208 1.0429 -0.016 0.307 -0.018
H -0.0399 -4.0295 2.3076 -0.127 -0.094 -0.364
C 2.1048 -4.5946 0.4331 0.251 -0.201 0.088
H 3.0289 -4.1684 0.0126 -0.229 -0.210 0.228
H 2.2764 -4.9693 1.4510 -0.040 0.211 -0.432
H 1.8616 -5.4844 -0.1689 -0.071 0.343 0.066
Ir -0.3456 -0.2313 0.2707 3.336 1.350 0.208
N -0.4288 -0.3196 -1.6643 -0.702 -3.069 2.007
C -0.3073 0.2332 -2.7217 0.434 0.811 -3.582
C -0.0263 -0.3364 -4.1363 -0.309 -0.249 0.069
C -0.3097 0.6832 -5.2238 0.001 0.316 -0.422
C 1.4424 -0.7440 -4.1928 0.656 -0.012 0.248
C -0.8989 -1.5704 -4.3873 -0.324 -0.299 0.395
H -1.3734 0.9478 -5.2616 0.275 -0.022 -0.035
H 0.2977 1.5884 -5.0955 -0.188 -0.105 -0.055
H -0.0469 0.2378 -6.1952 -0.066 0.171 0.298
H 1.7056 -1.3885 -3.3398 -0.057 0.044 -0.250
H 1.6396 -1.3063 -5.1254 -0.136 0.323 0.451
H 2.1023 0.1351 -4.1711 -0.105 -0.204 -0.058
H -0.7321 -1.9440 -5.4072 -0.055 0.202 0.265
H -0.6391 -2.3798 -3.6926 -0.127 0.146 -0.119
H -1.9664 -1.3316 -4.2705 0.262 -0.134 -0.100
C 0.1921 -0.1786 6.0420 0.177 -0.450 0.108
C -0.2399 0.7941 4.9252 0.126 0.157 0.974
C -0.1343 0.2344 3.5983 -0.198 -0.058 -2.631
N -0.0989 -0.0466 2.4642 -0.604 0.719 2.200
H -0.4225 -1.0902 6.0173 0.231 0.282 0.053
H 0.0777 0.2817 7.0308 -0.060 0.025 -0.396
H 1.2508 -0.4549 5.9265 -0.383 0.075 0.038
H -1.2869 1.1056 5.0720 0.226 -0.126 -0.159
H 0.3790 1.7081 4.9621 -0.170 -0.280 -0.203
```
Forces are in eV/Å.

## Properties
Kohn-Sham gap (spin up / spin down): 5.87 / 5.13 eV
max |F|: 0.1339 hartree/bohr
LUMO (spin up / spin down): -8.78 / -13.11 eV
energy relative to the best compared isomer or geometry (same formula, charge and spin): 27.8 kcal per mole
E: -61994.3880 eV
2S+1: 6
charge: +3
<S²>: 8.801
highest occupied orbital energy (spin up / spin down): -14.7 / -18.2 eV


(3)
Density functional theory data (ωB97M-V with the def2-TZVPD basis set) for a gas-phase ion, C6H13N4 (charge +1).

XYZ file:
```
23
Properties=species:S:1:pos:R:3:forces:R:3
C 1.4350 3.3408 1.8995 1.023 2.400 2.031
N 0.8247 2.1958 1.3705 -0.455 1.716 -3.575
N 0.4486 1.2464 2.0026 -0.124 1.422 2.837
C 0.3111 0.0410 1.7546 0.231 -3.165 -0.371
C 1.0350 -0.5128 0.5372 -0.205 -1.648 0.410
C -0.1437 -0.7712 -0.3282 1.760 0.295 0.431
C -0.7905 0.4878 -0.7241 -1.241 0.178 -0.301
C -0.6149 -2.0303 -0.7436 -0.853 -0.312 -0.440
N -1.7462 -1.9887 -1.5322 2.269 -2.522 0.239
N -0.0964 -3.2828 -0.5132 0.277 2.348 0.352
H 1.0044 4.3545 1.5806 -0.075 -1.806 0.001
H 1.3377 3.3009 3.0142 0.555 0.225 -0.720
H 2.5087 3.4836 1.5793 -0.947 -0.762 0.376
H -0.2664 -0.6352 2.3633 -0.224 0.255 0.159
H 1.7620 0.2524 0.2211 -0.308 -0.387 -0.279
H 1.4993 -1.4542 0.8452 0.427 0.230 -0.219
H -0.1150 1.2306 -1.1079 0.671 0.111 -0.382
H -1.1541 0.9483 0.1908 -0.688 0.237 -0.310
H -1.5808 0.3456 -1.4609 0.035 0.446 0.238
H -2.3883 -1.2579 -1.4500 -0.882 0.871 -0.140
H -1.9109 -2.7897 -2.1409 -0.431 0.610 0.356
H 0.7623 -3.4866 0.0043 -0.634 0.341 -0.568
H -0.5728 -4.0034 -0.9893 -0.181 -1.083 -0.125
```
Forces are in eV/Å.

## Properties
Kohn-Sham gap (spin up / spin down): 5.64 / 8.05 eV
max |F|: 0.0776 hartree/bohr
LUMO (spin up / spin down): -5.75 / -4.35 eV
energy relative to the best compared isomer or geometry (same formula, charge and spin): 89.6 kcal per mole
SMILES: CN=[N+]=CCC(C)=C(N)N
E: -12383.0224 eV
charge: +1
highest occupied orbital energy (spin up / spin down): -11.4 / -12.4 eV


(4)
Density functional theory data (ωB97M-V with the def2-TZVPD basis set) for a molecular structure, F14H2N7NaO29S14.

XYZ file:
```
67
Properties=species:S:1:pos:R:3:forces:R:3
Na -0.1997 0.0806 -0.2168 0.053 0.002 0.033
N -1.9821 -6.8415 -2.1732 0.691 1.970 1.637
S -3.3174 -6.0623 -1.9802 -5.408 1.253 -2.043
O -3.5435 -4.8907 -2.8544 0.605 -2.304 1.829
O -3.8927 -6.0747 -0.6498 1.035 0.643 -0.704
F -4.2818 -7.1827 -2.6533 0.194 -0.113 -0.561
S -1.1292 -5.9180 -1.1053 6.208 -0.654 1.024
O -0.7876 -6.6128 0.1245 -1.421 0.641 -1.289
O -1.1765 -4.4743 -1.0954 -1.532 -1.284 -0.025
F 0.2803 -6.0798 -1.9111 -0.519 -0.363 -0.014
N -6.0764 -3.1119 4.7454 0.903 3.888 -2.126
S -5.0679 -3.7210 5.6706 0.329 -6.992 5.060
O -5.1045 -3.2287 7.0438 1.034 -0.318 -1.410
O -3.9039 -4.3172 5.0668 -0.312 0.942 1.181
F -6.0490 -5.0162 5.8168 0.107 -1.120 0.710
S -5.0915 -1.8326 4.4430 1.213 4.834 -4.010
O -3.8826 -1.9938 3.5799 -3.199 -0.079 2.596
O -5.0417 -0.7956 5.4759 0.037 -1.941 -1.056
F -6.1481 -1.2451 3.4314 -0.403 0.718 -0.725
N -1.3542 4.1897 -5.2803 -3.033 2.582 1.013
S -0.1702 4.5499 -4.3793 7.667 -1.752 2.070
O 0.0581 3.6376 -3.2810 -0.589 0.698 -0.826
O 0.1492 5.9389 -4.1163 -0.913 -0.675 -0.532
F 1.0919 4.1040 -5.3914 -1.521 0.489 0.395
S -2.4222 5.1950 -4.3684 -4.093 1.125 -0.708
O -2.5857 6.6126 -4.7582 1.033 -2.688 0.447
O -2.6780 4.8413 -2.9835 1.277 0.457 -1.676
F -3.7284 4.5622 -5.0599 0.008 -0.151 -0.398
N -2.3039 6.3079 3.6197 -2.257 4.933 -0.952
S -2.3916 5.0634 2.8087 2.732 -10.632 -2.947
O -1.1871 4.8379 1.9985 -2.095 0.603 0.541
O -3.6601 4.5399 2.2843 1.509 1.724 0.588
F -2.1187 4.0019 3.9657 -0.168 0.219 0.792
S -2.9137 7.2071 2.3038 -0.698 6.264 -1.639
O -4.3736 7.2453 2.0626 2.893 -0.786 0.762
O -2.0179 7.5400 1.1745 -1.770 -2.209 1.956
F -2.7089 8.6285 3.0444 -0.300 0.100 1.043
N 6.9292 2.0475 1.4155 6.179 -3.212 -2.525
S 5.7931 2.6881 0.7549 -9.040 4.570 0.208
O 4.6865 1.7845 0.5007 0.936 0.783 -1.168
O 5.9645 3.8696 -0.0877 0.015 -1.626 0.919
F 5.3366 3.2643 2.1696 -0.835 1.436 0.594
S 7.5493 1.4034 -0.0418 4.007 -2.569 0.957
O 7.9455 2.1907 -1.1788 -0.993 0.394 0.788
O 7.1759 0.0488 -0.2942 -0.735 0.477 0.120
F 8.9790 1.2027 0.6658 0.766 -0.118 0.152
N 2.9549 -1.1269 -7.0081 -2.343 -1.961 2.403
S 4.3357 -1.1398 -6.3520 7.957 2.191 -0.312
O 5.0857 -2.3787 -6.1034 -2.151 0.878 0.418
O 4.6930 0.0027 -5.5387 -1.008 -1.270 -0.019
F 5.0757 -0.7352 -7.7037 0.532 0.490 -1.395
S 2.2510 -2.0091 -5.7983 -6.325 -0.561 1.438
O 2.1772 -1.4561 -4.4222 1.678 -1.463 -3.116
O 2.2201 -3.4324 -6.0774 1.105 1.355 0.710
F 0.7045 -1.6666 -6.2152 0.646 0.232 -0.441
N 2.3207 -3.5809 5.0760 2.394 0.968 -2.939
S 2.0039 -2.0576 5.0629 -3.707 4.582 3.092
O 1.6195 -1.3317 3.8625 1.387 -1.186 0.513
O 2.7578 -1.3140 6.0714 -0.675 -0.690 -1.266
F 0.5565 -2.2090 5.7258 -0.009 -0.133 0.454
S 3.6185 -3.3942 4.0071 2.307 -4.309 -0.640
O 4.8036 -2.7000 4.5221 -2.287 -0.015 -1.364
O 3.2846 -3.5061 2.5812 0.753 0.870 2.910
F 4.1127 -4.9090 4.3819 -0.035 -0.170 -0.576
O -4.1267 0.0459 -1.2854 0.194 -0.142 0.070
H -4.7944 0.5916 -0.8698 -0.075 0.177 0.238
H -4.3034 0.1227 -2.2230 0.066 -0.004 -0.260
```
Forces are in eV/Å.

## Properties
Kohn-Sham gap: 8.11 eV
max |F|: 0.2210 hartree/bohr
LUMO: 8.77 eV
energy relative to the best compared isomer or geometry (same formula, charge and spin): 65.2 kcal per mole
E: -263976.1025 eV
charge: -6
highest occupied orbital energy: 0.7 eV


(5)
Density functional theory data (ωB97M-V with the def2-TZVPD basis set) for a molecular structure, HO2SYb.

XYZ file:
```
5
Properties=species:S:1:pos:R:3:forces:R:3
S 1.7644 0.5895 0.0195 1.538 -1.581 0.879
O 0.2963 0.5505 0.2207 -0.874 -0.813 -0.144
Yb -1.7121 -0.6700 0.2999 1.121 0.016 0.686
O 2.4703 -0.5809 0.4884 -1.319 1.890 -0.817
H -2.8188 0.1108 -1.0284 -0.466 0.488 -0.604
```
Forces are in eV/Å.

## Properties
Kohn-Sham gap (spin up / spin down): 10.67 / 7.79 eV
max |F|: 0.0476 hartree/bohr
LUMO (spin up / spin down): -10.68 / -13.28 eV
E: -46453.9013 eV
2S+1: 2
charge: +2
<S²>: 0.764
highest occupied orbital energy (spin up / spin down): -21.4 / -21.1 eV


(6)
Density functional theory data (ωB97M-V with the def2-TZVPD basis set) for 3 unconnected molecules or ions with the total composition C2H10NO.

XYZ file:
```
14
Properties=species:S:1:pos:R:3:forces:R:3
C -1.8412 -1.8528 0.7456 0.037 2.105 0.823
N -2.0190 -1.3951 -0.5986 2.141 -1.934 1.037
C 2.6354 1.9194 -0.1423 -0.385 1.345 -0.230
H -1.1597 -2.6917 0.9243 -1.163 -0.599 -0.401
H -2.8817 -1.7484 1.2337 1.319 -0.500 -0.126
H -1.2476 -1.0218 1.2850 -1.069 -0.376 -0.396
H 3.5042 1.3816 -0.4938 0.052 -0.305 0.042
H -1.3609 -0.5991 -0.8719 0.296 2.916 -0.026
H 2.9303 2.7078 0.5909 -0.377 -0.801 -0.434
H 2.1342 2.4005 -0.9962 0.399 -0.010 0.192
H 1.8725 1.2417 0.2678 0.050 -0.292 0.402
H -1.6373 -2.1461 -1.1943 -0.457 -0.007 -0.330
H -0.7013 1.3295 -0.4184 -0.033 0.040 -0.150
O -0.2278 0.4745 -0.3316 -0.810 -1.582 -0.404
```
Forces are in eV/Å.

## Properties
Kohn-Sham gap: 5.36 eV
max |F|: 0.0596 hartree/bohr
LUMO: -10.86 eV
energy relative to the best compared isomer or geometry (same formula, charge and spin): 199.2 kcal per mole
E: -5759.0449 eV
charge: +1
highest occupied orbital energy: -16.2 eV